1.
Below is a 2-piece molecular cluster, C2H2Cl2P2 overall, with properties calculated with the ωB97M-V functional and the def2-TZVPD basis.

Output
Charge: 0
SMILES: [H]/P=C(\Cl)C#P.Cl
HOMO energy (spin up / spin down), eV: -8.7 / -8.7
Relative energy (zero: lowest compared OMol25 entry of this formula, charge and spin), kcal/mol: 16.4
Orbital gap (spin up / spin down), hartree: 0.2615 / 0.2614

Each line ends with the Löwdin charge.
Cartesian coordinates (Å):
H  2.670  -0.302  0.252  -0.148
P  1.362  -0.862  0.248  0.774
C  0.631  0.637  -0.286  -1.175
Cl  1.623  1.936  -0.956  0.545
C  -0.722  0.895  -0.309  -0.863
P  -2.204  1.393  -0.252  0.825
Cl  -1.264  -1.835  1.062  0.365
H  -2.096  -1.862  0.241  -0.322

2.
Below is C2H2Cl2S in the gas phase, with properties calculated with the ωB97M-V functional and the def2-TZVPD basis.

Output
Charge: 0
SMILES: Cl[C@@H]1S[C@H]1Cl
HOMO energy, eV: -10.1
Relative energy (zero: lowest compared OMol25 entry of this formula, charge and spin), kcal/mol: 29.9
Orbital gap, hartree: 0.3455

Each line ends with the Löwdin charge.
Cartesian coordinates (Å):
Cl  -2.298  0.647  -0.023  0.620
C  -0.754  -0.009  -0.426  -1.058
S  -0.056  -1.603  -0.016  0.841
C  0.556  -0.018  0.428  -0.749
Cl  2.576  0.501  0.006  0.241
H  -0.476  0.275  -1.448  0.061
H  0.451  0.207  1.480  0.044

3.
Below is C2H2Cl3NO in the gas phase, with properties calculated with the ωB97M-V functional and the def2-TZVPD basis.

Output
Charge: 0
SMILES: O=NCC(Cl)(Cl)Cl
HOMO energy (spin up / spin down), eV: -9.3 / -9.3
Relative energy (zero: lowest compared OMol25 entry of this formula, charge and spin), kcal/mol: 81.4
Orbital gap (spin up / spin down), hartree: 0.3230 / 0.3230

Each line ends with the Löwdin charge.
Cartesian coordinates (Å):
O  0.370  2.006  -0.361  -0.048
N  1.177  1.141  -0.494  -0.115
C  0.936  -0.134  0.181  -0.144
C  -0.887  -0.483  0.042  -1.549
Cl  -1.095  -2.217  -0.143  0.544
Cl  -1.542  0.216  -1.463  0.554
Cl  -1.843  0.170  1.379  0.556
H  1.273  0.104  1.200  0.112
H  1.611  -0.803  -0.340  0.090

4.
Below is a 2-piece molecular cluster, C2H2Cl3NO overall, with properties calculated with the ωB97M-V functional and the def2-TZVPD basis.

Output
Charge: 0
HOMO energy, eV: -9.3
Relative energy (zero: lowest compared OMol25 entry of this formula, charge and spin), kcal/mol: 116.6
Orbital gap, hartree: 0.3514

Each line ends with the Löwdin charge.
Cartesian coordinates (Å):
C  0.490  0.589  -0.186  -0.308
C  -1.308  1.462  -1.154  -1.602
N  0.378  -0.629  0.452  0.066
O  0.244  0.653  1.082  -0.049
Cl  -1.339  0.876  -2.849  0.476
Cl  -2.659  0.905  -0.192  0.558
Cl  -1.030  3.163  -1.142  0.553
H  1.356  1.152  -0.544  0.136
H  -0.625  -1.168  0.451  0.170

5.
Below is C2H2Cl3OP in the gas phase, with properties calculated with the ωB97M-V functional and the def2-TZVPD basis.

Output
Charge: 0
HOMO energy, eV: -9.0
Relative energy (zero: lowest compared OMol25 entry of this formula, charge and spin), kcal/mol: 88.1
Orbital gap, hartree: 0.3081

Each line ends with the Löwdin charge.
Cartesian coordinates (Å):
C  0.605  0.370  -0.277  -1.019
C  -0.766  0.895  -0.147  -1.269
O  -0.362  -2.221  0.261  -0.410
P  0.745  -1.289  0.179  0.787
Cl  1.853  1.583  -0.213  0.604
Cl  -1.682  0.184  -1.435  0.615
Cl  -1.616  0.519  1.357  0.587
H  1.800  -2.046  0.650  0.024
H  -0.576  2.006  -0.375  0.079

6.
Below is C2H2Cl3OP in the gas phase, with properties calculated with the ωB97M-V functional and the def2-TZVPD basis.

Output
Charge: 0
HOMO energy, eV: -8.9
Relative energy (zero: lowest compared OMol25 entry of this formula, charge and spin), kcal/mol: 84.5
Orbital gap, hartree: 0.2999

Each line ends with the Löwdin charge.
Cartesian coordinates (Å):
C  -0.559  -0.369  0.133  -1.029
C  0.788  -0.924  0.303  -1.171
O  0.388  2.034  -0.821  -0.440
P  -0.787  1.289  -0.399  0.781
Cl  -1.927  -1.305  0.642  0.586
Cl  1.626  -1.006  -1.285  0.563
Cl  1.776  0.048  1.429  0.572
H  -2.042  2.177  -0.698  0.082
H  0.736  -1.944  0.696  0.056

7.
Below is a 2-piece molecular cluster, C2H2Cl3P overall, with properties calculated with the ωB97M-V functional and the def2-TZVPD basis.

Output
Charge: 0
HOMO energy (spin up / spin down), eV: -8.5 / -10.1
Relative energy (zero: lowest compared OMol25 entry of this formula, charge and spin), kcal/mol: 44.6
Multiplicity: 3
⟨S²⟩: 2.0211
Orbital gap (spin up / spin down), hartree: 0.2846 / 0.2199

Each line ends with the Löwdin spin population.
Cartesian coordinates (Å):
C  0.028  -0.093  0.412  0.613
C  0.597  -0.009  -0.914  0.062
P  -0.128  -0.413  2.003  0.209
Cl  -2.386  0.861  -0.024  0.909
Cl  1.780  -1.483  -0.912  0.099
Cl  1.502  1.518  -0.943  0.018
H  0.121  -0.212  -1.763  0.009
H  -1.514  -0.168  2.139  0.080

8.
Below is a 2-piece molecular cluster, C2H2Cl5O2S overall, with properties calculated with the ωB97M-V functional and the def2-TZVPD basis.

Output
Charge: 0
HOMO energy (spin up / spin down), eV: -11.1 / -11.1
Multiplicity: 2
⟨S²⟩: 0.7599
Orbital gap (spin up / spin down), hartree: 0.3968 / 0.2641

Each line ends with the Löwdin spin population.
Cartesian coordinates (Å):
Cl  0.889  0.331  5.491  0.001
S  -1.972  -3.571  6.775  0.302
O  -1.671  -4.363  7.967  0.218
Cl  -3.745  -2.437  7.114  0.256
O  -2.176  -4.355  5.555  0.223
Cl  3.348  1.694  4.640  0.000
C  1.646  1.856  5.218  0.000
C  0.817  2.775  4.234  0.000
Cl  -0.977  2.629  4.301  0.000
Cl  1.254  4.486  4.428  0.000
H  1.731  2.348  6.202  0.000
H  1.118  2.488  3.227  0.000

9.
Below is a 2-piece molecular cluster, C2H2ClFNO2 overall, with properties calculated with the ωB97M-V functional and the def2-TZVPD basis.

Output
Charge: -1
HOMO energy (spin up / spin down), eV: -4.7 / -4.6
Relative energy (zero: lowest compared OMol25 entry of this formula, charge and spin), kcal/mol: 122.8
Orbital gap (spin up / spin down), hartree: 0.3003 / 0.3034

Each line ends with the Löwdin charge.
Cartesian coordinates (Å):
C  -1.553  -0.110  0.271  -0.877
C  1.742  -0.290  -0.152  -0.451
N  -0.937  0.832  -0.735  0.132
O  -1.920  0.328  1.343  -0.043
O  -1.667  -1.227  -0.246  -0.096
F  -0.707  2.133  -0.263  -0.149
Cl  1.312  -1.971  0.184  0.482
H  2.047  0.000  -1.162  0.003
H  1.684  0.304  0.759  -0.001

10.
Below is C2H2ClFS2 in the gas phase, with properties calculated with the ωB97M-V functional and the def2-TZVPD basis.

Output
Charge: 0
SMILES: F[C@@H](Cl)C(=S)S
HOMO energy, eV: -9.2
Relative energy (zero: lowest compared OMol25 entry of this formula, charge and spin), kcal/mol: 3.6
Orbital gap, hartree: 0.3157

Each line ends with the Löwdin charge.
Cartesian coordinates (Å):
F  -0.924  1.248  1.138  -0.089
C  -0.797  -0.046  0.732  -0.752
Cl  -1.893  -0.441  -0.663  0.605
C  0.664  -0.131  0.129  -1.279
S  1.306  -1.578  0.189  0.716
S  1.310  1.323  -0.538  0.839
H  -1.014  -0.760  1.519  0.094
H  0.457  2.174  -0.065  -0.134

11.
Below is a 2-piece molecular cluster, C2H2ClN overall, with properties calculated with the ωB97M-V functional and the def2-TZVPD basis.

Output
Charge: 0
SMILES: C1=CN=1.Cl
HOMO energy, eV: -10.4
Relative energy (zero: lowest compared OMol25 entry of this formula, charge and spin), kcal/mol: 79.6
Orbital gap, hartree: 0.3804

Each line ends with the Löwdin charge.
Cartesian coordinates (Å):
C  -0.401  0.064  0.580  -0.025
C  -1.520  -0.063  -0.229  -0.144
N  -0.778  -1.110  -0.060  0.111
H  -2.385  0.530  -0.581  0.118
Cl  3.033  0.511  -0.129  0.330
H  2.050  0.069  0.417  -0.390

12.
Below is C2H2ClN in the gas phase, with properties calculated with the ωB97M-V functional and the def2-TZVPD basis.

Output
Charge: 0
SMILES: N#CCCl
HOMO energy, eV: -11.5
Relative energy (zero: lowest compared OMol25 entry of this formula, charge and spin), kcal/mol: 2.7
Orbital gap, hartree: 0.4449

Each line ends with the Löwdin charge.
Cartesian coordinates (Å):
N  -1.227  -1.099  1.372  0.161
C  -0.541  -0.548  0.645  -0.328
C  0.297  0.078  -0.341  -0.564
Cl  -0.227  1.772  -0.644  0.554
H  1.139  0.325  0.264  0.045
H  0.558  -0.528  -1.296  0.132

13.
Below is a 2-piece molecular cluster, C2H2ClNO overall, with properties calculated with the ωB97M-V functional and the def2-TZVPD basis.

Output
Charge: 0
HOMO energy (spin up / spin down), eV: -8.9 / -10.5
Relative energy (zero: lowest compared OMol25 entry of this formula, charge and spin), kcal/mol: 121.5
Orbital gap (spin up / spin down), hartree: 0.3217 / 0.3538

Each line ends with the Löwdin charge.
Cartesian coordinates (Å):
C  -0.240  0.274  1.081  -0.502
C  -0.523  -0.159  -0.305  -0.562
N  0.711  0.379  0.099  0.119
O  -0.557  0.448  2.183  0.160
Cl  -1.624  0.672  -1.414  0.559
H  0.633  -2.407  -1.494  0.078
H  1.601  0.793  -0.150  0.147

14.
Below is a 2-piece molecular cluster, C2H2ClNO overall, with properties calculated with the ωB97M-V functional and the def2-TZVPD basis.

Output
Charge: 0
HOMO energy (spin up / spin down), eV: -10.6 / -9.3
Relative energy (zero: lowest compared OMol25 entry of this formula, charge and spin), kcal/mol: 55.7
Orbital gap (spin up / spin down), hartree: 0.3089 / 0.2133

Each line ends with the Löwdin charge.
Cartesian coordinates (Å):
C  0.914  -0.710  0.394  -0.220
C  0.192  0.521  0.326  -0.178
N  1.497  -1.694  0.465  0.204
O  0.137  1.232  -0.785  0.048
Cl  -2.440  -0.973  0.002  -0.171
H  -0.390  0.973  1.198  0.148
H  0.090  0.651  -1.600  0.169

15.
Below is C2H2ClNO3S as an isolated structure, with properties calculated with the ωB97M-V functional and the def2-TZVPD basis.

Output
Charge: 0
HOMO energy (spin up / spin down), eV: -9.3 / -9.3
Relative energy (zero: lowest compared OMol25 entry of this formula, charge and spin), kcal/mol: 36.8
Orbital gap (spin up / spin down), hartree: 0.2717 / 0.2716

Each line ends with the Löwdin charge.
Cartesian coordinates (Å):
C  -1.256  -0.550  0.072  -0.695
C  -2.173  0.452  -0.647  -0.621
N  0.062  -0.433  -0.120  0.181
O  -1.709  -1.565  0.596  -0.008
O  -4.595  0.321  0.663  -0.292
O  -4.040  -1.469  -0.858  -0.230
S  -3.611  -0.501  0.013  0.794
Cl  -2.214  1.931  0.254  0.623
H  0.467  0.478  -0.509  0.162
H  0.655  -1.119  0.208  0.087

16.
Below is C2H2ClP as an isolated structure, with properties calculated with the ωB97M-V functional and the def2-TZVPD basis.

Output
Charge: 0
HOMO energy, eV: -8.8
Relative energy (zero: lowest compared OMol25 entry of this formula, charge and spin), kcal/mol: 60.0
Orbital gap, hartree: 0.3220

Each line ends with the Löwdin charge.
Cartesian coordinates (Å):
C  0.651  -0.035  -0.073  -0.473
C  -0.868  0.127  -0.082  -1.214
P  -0.255  1.646  0.046  0.893
Cl  -2.178  -0.895  0.008  0.645
H  0.859  -0.410  0.896  -0.019
H  1.791  -0.432  -0.795  0.168

17.
Below is C2H2CuFO2 as an isolated structure, with properties calculated with the ωB97M-V functional and the def2-TZVPD basis.

Output
Charge: 0
HOMO energy (spin up / spin down), eV: -7.2 / -9.9
Relative energy (zero: lowest compared OMol25 entry of this formula, charge and spin), kcal/mol: 48.8
Multiplicity: 3
⟨S²⟩: 2.0028
Orbital gap (spin up / spin down), hartree: 0.2480 / 0.2783

Each line ends with the Löwdin spin population.
Cartesian coordinates (Å):
H  -1.182  0.815  0.266  0.003
O  0.592  -0.622  1.309  0.168
C  0.191  0.382  0.692  0.031
C  -0.409  0.207  -0.689  0.025
O  -0.481  -1.031  -1.074  0.257
F  0.947  1.518  0.769  0.008
H  -0.071  0.976  -1.412  0.004
Cu  0.413  -2.246  0.138  1.504

18.
Below is C2H2CuO as an isolated structure, with properties calculated with the ωB97M-V functional and the def2-TZVPD basis.

Output
Charge: 0
HOMO energy (spin up / spin down), eV: -6.6 / -8.4
Relative energy (zero: lowest compared OMol25 entry of this formula, charge and spin), kcal/mol: 0.0
Multiplicity: 2
⟨S²⟩: 0.9491
Orbital gap (spin up / spin down), hartree: 0.2287 / 0.2778

Each line ends with the Löwdin spin population.
Cartesian coordinates (Å):
H  0.022  -1.999  -1.359  0.014
O  -0.411  -0.310  -0.173  0.151
C  -0.007  -0.905  -1.481  0.386
C  0.697  -0.527  0.473  -0.189
H  0.500  -0.144  -2.093  0.021
Cu  -0.440  1.583  1.110  0.616

19.
Below is C2H2EuO as an isolated structure, with properties calculated with the ωB97M-V functional and the def2-TZVPD basis.

Output
Charge: 0
HOMO energy (spin up / spin down), eV: -7.3 / -7.8
Multiplicity: 8
⟨S²⟩: 15.7654
Orbital gap (spin up / spin down), hartree: 0.2415 / 0.2603

Each line ends with the Löwdin spin population.
Cartesian coordinates (Å):
C  -1.921  0.620  -0.057  -0.005
C  -1.471  -0.618  -0.049  0.014
H  -2.963  0.961  0.014  0.003
H  -2.009  -1.581  -0.031  0.001
O  0.585  -1.135  -0.034  -0.077
Eu  0.564  1.029  0.032  7.065

20.
Below is C2H2F2Li2O as an isolated structure, with properties calculated with the ωB97M-V functional and the def2-TZVPD basis.

Output
Charge: +2
HOMO energy, eV: -20.5
Orbital gap, hartree: 0.4646

Each line ends with the Löwdin charge.
Cartesian coordinates (Å):
F  0.941  -0.971  -0.648  -0.015
O  0.116  1.435  0.055  0.142
C  -0.183  0.505  0.987  -0.162
C  0.917  0.187  0.091  -0.142
Li  1.992  -1.817  -2.044  0.948
H  -0.171  0.675  2.064  0.199
H  1.964  0.420  0.309  0.186
F  -1.196  -0.338  0.313  -0.091
Li  -2.826  0.505  -0.442  0.934

How do the records compare in max |F|? In the order shown, they have 4.85; 3.48; 3.39; 4.96; 3.70; 4.01; 5.98; 2.81; 1.60; 2.53; 2.99; 2.28; 3.02; 2.30; 4.52; 4.69; 6.44; 3.71; 3.61; 4.06 eV/Å.